{
  "formula": "C36H67N5O2S3SbSn",
  "method": "the ωB97M-V functional and the def2-TZVPD basis",
  "molar_mass_g_mol": 938.637,
  "de_lowest_kj_mol": 4.6,
  "charge": 3,
  "homo_energy_ha": -0.522,
  "lumo_energy_ev": -7.71,
  "orbital_gap_ev": 6.5016,
  "elements": ["Sn", "N", "C", "C", "C", "N", "C", "C", "N", "C", "H", "H", "H", "H", "H", "H", "H", "H", "H", "H", "H", "H", "H", "H", "H", "H", "O", "C", "C", "C", "C", "N", "C", "C", "C", "C", "C", "C", "O", "C", "C", "N", "H", "H", "H", "H", "H", "H", "H", "H", "H", "H", "H", "H", "C", "C", "S", "C", "C", "S", "C", "C", "S", "H", "H", "H", "H", "H", "H", "H", "H", "H", "H", "H", "H", "C", "C", "C", "C", "Sb", "C", "C", "C", "C", "C", "C", "C", "C", "H", "H", "H", "H", "H", "H", "H", "H", "H", "H", "H", "H", "H", "H", "H", "H", "H", "H", "H", "H", "H", "H", "H", "H", "H", "H", "H"],
  "positions_angstrom": [[0.3649, 0.2992, 0.4713], [1.4153, 6.2775, -0.8965], [1.6429, 4.8120, -1.3036], [1.6559, 3.9185, -0.0728], [0.3020, 3.8571, 0.6507], [0.2130, 2.5777, 1.4128], [-0.8948, 4.0257, -0.3045], [-0.6098, 3.6188, -1.7464], [-0.3517, 2.1672, -1.7896], [0.5932, 4.3816, -2.3325], [2.0973, 6.5876, -0.2015], [0.4846, 6.4297, -0.5066], [1.5054, 6.8950, -1.7059], [2.6290, 4.8232, -1.7619], [2.4555, 4.2100, 0.6161], [1.9094, 2.9260, -0.4515], [0.2560, 4.6649, 1.3852], [-0.6399, 2.5888, 1.9699], [0.9656, 2.5294, 2.0994], [-1.2413, 5.0664, -0.2926], [-1.7493, 3.4559, 0.0761], [-1.4863, 3.8743, -2.3433], [0.0986, 1.9137, -2.6640], [-1.2320, 1.6573, -1.7915], [0.2444, 5.2425, -2.9105], [1.1149, 3.7435, -3.0473], [-0.0350, -2.2081, 7.1176], [-1.2224, -1.7661, 6.5061], [-0.8623, -1.1166, 5.2003], [-1.8389, -0.5465, 4.3901], [-1.4681, -0.0079, 3.1797], [-0.1915, 0.0277, 2.7569], [0.7652, -0.4691, 3.5663], [0.4573, -1.0665, 4.7718], [2.1655, -0.2693, 3.1026], [3.2653, -0.4836, 3.9061], [4.5401, -0.2119, 3.4145], [5.7331, -0.3991, 4.3158], [5.4748, 0.3854, 5.4656], [4.6571, 0.2727, 2.1203], [3.5110, 0.4601, 1.3695], [2.2938, 0.2035, 1.8514], [-0.2328, -2.5928, 7.9781], [-1.7632, -1.0387, 7.1190], [-1.9098, -2.5918, 6.2980], [-2.8819, -0.5373, 4.6856], [-2.2154, 0.4014, 2.5106], [1.2239, -1.4911, 5.4024], [3.1550, -0.8256, 4.9269], [6.6434, -0.0925, 3.7988], [5.8276, -1.4594, 4.5668], [6.1500, 0.2097, 6.1309], [5.6269, 0.5090, 1.6987], [3.5508, 0.8230, 0.3474], [4.7584, -2.9600, -1.7366], [3.2498, -3.1790, -1.7786], [2.2530, -1.7467, -1.2492], [1.5933, -1.0123, -2.7636], [2.4762, -0.0073, -3.5053], [3.1944, 1.2971, -2.4595], [4.9887, 1.0017, -2.6037], [5.5498, -0.2414, -1.9125], [5.4096, -1.7511, -2.9173], [5.2445, -3.9017, -1.9962], [5.0977, -2.6984, -0.7336], [2.9707, -3.9994, -1.1156], [2.9273, -3.4449, -2.7852], [0.6561, -0.5434, -2.4478], [1.3177, -1.8202, -3.4409], [1.8970, 0.4705, -4.2978], [3.3123, -0.5231, -3.9688], [5.4327, 1.8963, -2.1609], [5.2449, 1.0195, -3.6632], [5.0381, -0.4257, -0.9727], [6.6086, -0.0767, -1.7081], [-2.3269, -0.4662, -3.9809], [-2.8583, -1.6528, -3.1701], [-1.9492, -2.8590, -3.4089], [-4.2977, -1.9687, -3.5800], [-2.6820, -1.1014, -1.0566], [-4.4882, 0.0573, -0.6067], [-4.2625, 0.7338, 0.7459], [-5.7618, -0.7882, -0.5575], [-4.6134, 1.1440, -1.6754], [-2.8783, -2.9860, 0.0541], [-3.8869, -3.9609, -0.5553], [-1.4761, -3.6065, 0.0781], [-3.2938, -2.6608, 1.4879], [-2.3893, -0.7019, -5.0504], [-1.2720, -0.2652, -3.7562], [-2.8967, 0.4503, -3.8192], [-1.9202, -3.0704, -4.4851], [-2.3080, -3.7616, -2.9163], [-0.9246, -2.6755, -3.0793], [-4.2870, -2.4218, -4.5789], [-4.9075, -1.0646, -3.6463], [-4.7957, -2.6694, -2.9117], [-4.1688, 0.0182, 1.5652], [-5.1132, 1.3876, 0.9735], [-3.3654, 1.3678, 0.7246], [-5.6848, -1.6144, 0.1509], [-6.0234, -1.2009, -1.5309], [-6.6020, -0.1619, -0.2314], [-3.6922, 1.7316, -1.7845], [-5.4101, 1.8442, -1.3936], [-4.8750, 0.7356, -2.6535], [-3.6058, -4.2961, -1.5526], [-4.8936, -3.5438, -0.6081], [-3.9388, -4.8534, 0.0801], [-1.1021, -3.8563, -0.9160], [-1.5037, -4.5338, 0.6645], [-0.7394, -2.9493, 0.5458], [-4.3213, -2.2965, 1.5522], [-2.6332, -1.9237, 1.9508], [-3.2342, -3.5752, 2.0921]],
  "forces_ev_per_angstrom": [[0.2, 0.0, 0.0], [0.0, -0.1, 0.0], [-0.1, 0.1, 0.0], [-0.1, 0.0, 0.0], [0.0, -0.1, 0.0], [0.0, 0.1, -0.1], [0.0, 0.0, 0.1], [0.1, -0.2, 0.0], [0.1, 0.1, 0.0], [0.0, 0.1, 0.1], [0.1, 0.0, 0.0], [-0.1, 0.0, 0.0], [0.0, 0.0, -0.1], [0.0, 0.0, 0.0], [0.0, 0.0, 0.0], [0.0, 0.0, 0.0], [0.0, 0.1, 0.0], [0.0, 0.0, 0.0], [0.0, 0.0, 0.0], [0.0, 0.0, 0.0], [0.0, 0.0, 0.0], [0.0, 0.0, -0.1], [0.0, 0.0, 0.0], [-0.1, 0.0, 0.1], [0.0, 0.0, 0.0], [0.0, 0.0, 0.0], [-0.1, 0.0, 0.0], [0.2, 0.0, -0.1], [-0.1, -0.1, 0.1], [-0.1, 0.0, 0.0], [0.1, 0.0, 0.0], [-0.2, -0.2, -0.1], [0.1, 0.1, -0.1], [0.1, 0.0, 0.1], [-0.2, 0.0, 0.1], [0.0, 0.0, 0.1], [0.1, 0.0, 0.1], [-0.1, 0.1, 0.0], [0.0, -0.1, 0.0], [0.0, 0.0, -0.1], [0.1, 0.0, 0.0], [0.0, 0.1, -0.1], [0.0, 0.0, 0.0], [0.0, 0.1, 0.0], [0.0, -0.1, 0.0], [0.1, 0.0, 0.0], [0.0, 0.0, 0.0], [0.0, 0.0, 0.0], [0.0, 0.0, -0.1], [0.1, 0.1, 0.0], [0.0, -0.1, 0.0], [0.0, 0.0, 0.0], [-0.1, 0.0, 0.0], [0.0, 0.0, 0.0], [0.0, 0.0, 0.0], [0.0, 0.1, -0.1], [0.1, 0.0, 0.1], [0.1, 0.1, 0.0], [0.0, -0.1, 0.1], [0.0, 0.0, 0.0], [0.0, 0.0, 0.1], [-0.1, 0.1, -0.1], [-0.1, -0.1, 0.0], [0.0, 0.0, 0.0], [0.0, 0.0, 0.0], [0.0, 0.0, 0.0], [0.0, 0.0, 0.0], [0.0, 0.0, 0.0], [0.0, 0.0, -0.1], [0.0, 0.0, 0.0], [0.0, 0.0, 0.0], [0.0, 0.0, 0.0], [0.0, 0.0, 0.0], [0.0, 0.0, 0.1], [0.0, 0.0, 0.0], [0.1, -0.1, -0.1], [0.0, 0.1, 0.1], [-0.1, 0.0, -0.2], [0.1, 0.0, -0.2], [0.0, 0.1, 0.3], [0.0, -0.1, -0.1], [-0.1, 0.1, 0.0], [-0.1, 0.1, 0.1], [-0.2, 0.1, 0.0], [0.0, 0.0, -0.1], [0.0, -0.1, 0.1], [-0.1, -0.2, 0.0], [0.0, -0.1, 0.0], [0.0, 0.0, 0.1], [-0.1, 0.0, 0.0], [0.0, 0.0, 0.0], [0.0, 0.0, 0.1], [0.0, 0.0, 0.0], [0.1, 0.0, 0.0], [0.0, 0.1, 0.1], [0.0, -0.1, 0.0], [0.1, 0.0, 0.0], [0.0, 0.0, 0.0], [0.0, -0.1, 0.0], [0.0, 0.0, 0.0], [0.0, 0.1, 0.0], [0.0, 0.0, 0.0], [0.1, 0.0, -0.1], [0.0, 0.0, 0.0], [0.1, -0.1, 0.0], [0.1, 0.1, 0.1], [0.0, 0.0, 0.1], [0.0, 0.0, 0.0], [0.0, 0.0, 0.0], [0.0, 0.0, 0.0], [0.0, 0.1, -0.1], [0.0, 0.1, 0.1], [0.1, 0.0, 0.0], [0.0, 0.0, 0.0], [0.0, 0.1, 0.0]],
  "nbo_charge": [1.383, -0.681, -0.030, -0.454, -0.060, -0.919, -0.421, -0.060, -0.871, -0.439, 0.448, 0.438, 0.455, 0.250, 0.233, 0.271, 0.203, 0.403, 0.403, 0.217, 0.242, 0.218, 0.383, 0.394, 0.238, 0.261, -0.717, -0.103, 0.098, -0.227, 0.052, -0.669, 0.176, -0.217, 0.247, -0.216, 0.089, -0.099, -0.712, -0.236, 0.061, -0.667, 0.504, 0.208, 0.208, 0.253, 0.223, 0.270, 0.255, 0.189, 0.202, 0.497, 0.247, 0.228, -0.544, -0.520, 0.170, -0.539, -0.556, 0.134, -0.517, -0.550, 0.217, 0.257, 0.221, 0.243, 0.238, 0.212, 0.249, 0.231, 0.267, 0.234, 0.243, 0.215, 0.238, -0.632, -0.316, -0.634, -0.644, 1.106, -0.341, -0.623, -0.640, -0.626, -0.324, -0.641, -0.625, -0.631, 0.235, 0.186, 0.209, 0.231, 0.219, 0.196, 0.234, 0.211, 0.219, 0.208, 0.232, 0.174, 0.209, 0.226, 0.227, 0.177, 0.229, 0.224, 0.214, 0.218, 0.229, 0.221, 0.228, 0.191, 0.217, 0.185, 0.229]
}


{
  "formula": "C36H70F3O8PSi",
  "method": "the ωB97M-V functional and the def2-TZVPD basis",
  "molar_mass_g_mol": 747.002,
  "homo_energy_ha": -0.322,
  "lumo_energy_ev": 0.45,
  "smiles": "C#CC[Si@@]([PH2]=O)([C@@H](C)CC)C(F)(F)F.C1CCOC1.C1CCOC1.C1CCOC1.C1CCOC1.C1CCOC1.C1CCOC1.C1CCOC1",
  "orbital_gap_ev": 9.2105,
  "elements": ["C", "C", "C", "Si", "P", "O", "C", "C", "C", "C", "C", "F", "F", "F", "H", "H", "H", "H", "H", "H", "H", "H", "H", "H", "H", "H", "H", "H", "C", "C", "C", "O", "C", "H", "H", "H", "H", "H", "H", "H", "H", "C", "C", "C", "O", "C", "H", "H", "H", "H", "H", "H", "H", "H", "C", "C", "C", "O", "C", "H", "H", "H", "H", "H", "H", "H", "H", "C", "C", "C", "O", "C", "H", "H", "H", "H", "H", "H", "H", "H", "C", "C", "C", "O", "C", "H", "H", "H", "H", "H", "H", "H", "H", "C", "C", "C", "O", "C", "H", "H", "H", "H", "H", "H", "H", "H", "C", "C", "C", "O", "C", "H", "H", "H", "H", "H", "H", "H", "H"],
  "positions_angstrom": [[-9.6844, -2.3068, 1.5652], [-8.7293, -2.5980, 0.6900], [-7.5360, -3.0457, -0.3246], [-6.2214, -1.6269, -0.3760], [-6.1796, -0.7137, 1.6307], [-7.4399, 0.2308, 1.7369], [-4.5474, -2.4106, -0.9346], [-3.6681, -1.4036, -1.8969], [-3.6850, -3.0628, 0.2665], [-2.7768, -2.0243, 1.1013], [-6.8998, -0.2960, -1.6055], [-6.2160, 0.9577, -1.2692], [-8.3002, -0.0790, -1.2438], [-6.7449, -0.6581, -2.9898], [-10.5458, -2.5167, 2.3144], [-7.9257, -3.3051, -1.3744], [-7.0401, -3.9790, 0.1312], [-5.0431, 0.1293, 1.8897], [-6.3437, -1.7793, 2.5927], [-4.8439, -3.2967, -1.6399], [-2.6927, -1.9818, -2.1360], [-4.2718, -1.3443, -2.8948], [-3.4979, -0.3743, -1.4168], [-2.9493, -3.8270, -0.2144], [-4.3764, -3.6769, 0.9736], [-1.9651, -1.4917, 0.4632], [-2.2007, -2.6602, 1.8948], [-3.3587, -1.2335, 1.6987], [2.2965, -0.4769, 0.4634], [2.0904, 0.9584, 0.0374], [0.9604, 0.8315, -0.9634], [0.1650, -0.2895, -0.5518], [0.8799, -1.0142, 0.4587], [2.7884, -0.5815, 1.4327], [2.8986, -1.0035, -0.2855], [1.7644, 1.5568, 0.8954], [2.9825, 1.4245, -0.3844], [1.3412, 0.6208, -1.9686], [0.3372, 1.7279, -1.0077], [0.3824, -0.8302, 1.4173], [0.8373, -2.0850, 0.2437], [2.7975, 5.6102, -2.8451], [1.6062, 5.0720, -3.6024], [1.7181, 3.5822, -3.3498], [2.3302, 3.4237, -2.0622], [2.8447, 4.6945, -1.6391], [2.7075, 6.6643, -2.5761], [3.7054, 5.4859, -3.4445], [0.6808, 5.4574, -3.1604], [1.6088, 5.3258, -4.6643], [2.3663, 3.1009, -4.0902], [0.7466, 3.0813, -3.3590], [2.2004, 5.0650, -0.8342], [3.8566, 4.5697, -1.2461], [-1.3687, 1.7555, 4.5557], [-0.7680, 0.9603, 5.6911], [-1.2421, -0.4442, 5.3783], [-1.3607, -0.5349, 3.9514], [-1.2595, 0.7847, 3.3978], [-0.8611, 2.7034, 4.3661], [-2.4225, 1.9673, 4.7678], [0.3252, 1.0061, 5.6383], [-1.0766, 1.3039, 6.6804], [-2.2308, -0.6354, 5.8092], [-0.5508, -1.2098, 5.7390], [-0.2856, 0.8659, 2.9025], [-2.0436, 0.9318, 2.6510], [1.3290, -5.4735, -2.0107], [1.4326, -4.1666, -2.7620], [-0.0230, -3.7830, -2.9305], [-0.7267, -4.3161, -1.8000], [0.1402, -5.2230, -1.1052], [2.2348, -5.7376, -1.4612], [1.1024, -6.2865, -2.7093], [1.9456, -3.4227, -2.1434], [1.9649, -4.2461, -3.7115], [-0.4509, -4.2319, -3.8335], [-0.1685, -2.7006, -2.9768], [0.4483, -4.7415, -0.1704], [-0.4037, -6.1392, -0.8626], [7.6420, 7.3809, -5.0183], [7.9328, 6.3364, -3.9663], [6.8536, 6.6134, -2.9396], [5.7216, 7.1279, -3.6547], [6.1283, 7.4396, -4.9945], [8.0434, 7.1359, -6.0036], [8.0585, 8.3456, -4.7086], [7.7972, 5.3355, -4.3902], [8.9411, 6.3980, -3.5522], [7.1729, 7.3781, -2.2235], [6.5620, 5.7173, -2.3857], [5.6917, 6.6871, -5.6604], [5.7417, 8.4216, -5.2773], [-4.0381, -2.2235, 9.5032], [-3.5373, -3.6177, 9.2085], [-2.2298, -3.3393, 8.4954], [-1.7205, -2.1077, 9.0262], [-2.7511, -1.4830, 9.8042], [-4.7570, -2.1790, 10.3237], [-4.5114, -1.8024, 8.6094], [-3.3453, -4.1489, 10.1470], [-4.2288, -4.2166, 8.6126], [-2.3850, -3.2016, 7.4199], [-1.4946, -4.1344, 8.6424], [-2.4768, -1.5779, 10.8605], [-2.8092, -0.4212, 9.5531], [5.6807, -1.3828, -5.0128], [4.6364, -0.2914, -5.0389], [3.3794, -1.0482, -4.6608], [3.7842, -2.1237, -3.8023], [5.2129, -2.2394, -3.8539], [6.7000, -1.0129, -4.8848], [5.6392, -1.9586, -5.9438], [4.8650, 0.4590, -4.2743], [4.5548, 0.2164, -6.0020], [2.8985, -1.4860, -5.5421], [2.6511, -0.4189, -4.1429], [5.6128, -1.8721, -2.9024], [5.4933, -3.2893, -3.9677]],
  "forces_ev_per_angstrom": [[4.9, -3.1, -4.6], [-4.6, 0.5, 3.9], [-1.6, 0.4, 1.6], [0.8, -2.1, -1.3], [-4.2, 3.7, 1.5], [2.9, -2.1, -0.3], [0.7, -0.3, -1.0], [-0.7, -1.4, -0.2], [0.5, 0.0, -0.3], [0.6, -0.7, 0.6], [-1.0, 1.5, 0.8], [-1.7, -2.7, -1.7], [3.5, -0.3, -1.9], [-0.8, 1.6, 3.2], [2.1, 0.9, -1.8], [0.4, 0.5, 1.7], [-0.8, 1.4, -0.7], [0.0, -1.1, 0.0], [0.9, 0.3, -0.4], [0.4, 1.5, 1.2], [-1.4, 1.3, 0.5], [1.2, 0.3, 1.8], [-0.1, -1.6, -0.9], [-1.3, 1.3, 0.8], [1.1, 1.1, -1.1], [-1.6, -0.9, 0.9], [-1.0, 1.3, -1.4], [0.8, -1.2, -1.0], [0.3, -0.4, -0.1], [0.1, 0.4, 0.2], [-0.2, 0.0, -0.3], [0.3, 0.0, 0.1], [-0.3, -0.1, 0.2], [-0.1, 0.0, -0.1], [0.0, 0.0, 0.1], [0.0, 0.0, -0.1], [-0.2, 0.0, 0.0], [0.1, 0.1, 0.0], [0.0, -0.1, 0.0], [0.1, -0.1, 0.1], [-0.1, 0.1, -0.1], [0.5, 0.2, -0.2], [-0.5, 0.2, -0.1], [0.1, -0.3, -0.1], [0.0, 0.3, -0.2], [-0.1, -0.1, 0.3], [0.1, -0.1, 0.0], [-0.1, 0.1, 0.1], [0.0, 0.0, -0.1], [0.0, 0.0, 0.1], [-0.1, 0.0, -0.1], [0.1, -0.1, 0.1], [0.1, 0.1, 0.0], [-0.1, -0.1, 0.0], [-0.4, 0.4, -0.1], [0.4, 0.0, 0.3], [-0.2, -0.3, 0.0], [0.0, 0.3, 0.1], [0.1, -0.2, -0.3], [0.0, -0.1, 0.0], [0.1, 0.0, 0.0], [-0.1, 0.0, 0.1], [0.0, -0.1, -0.1], [0.0, 0.0, 0.1], [-0.1, 0.0, -0.1], [0.0, 0.1, -0.1], [0.1, -0.1, 0.0], [0.0, -0.5, -0.1], [0.3, 0.4, 0.0], [-0.3, 0.1, -0.2], [0.2, -0.1, 0.0], [-0.2, 0.1, 0.3], [-0.1, 0.0, 0.0], [0.0, 0.0, 0.1], [0.0, 0.0, -0.2], [0.0, 0.1, 0.1], [0.0, 0.0, -0.1], [-0.1, -0.1, 0.1], [0.0, -0.1, 0.1], [-0.1, 0.1, 0.0], [0.2, 0.4, -0.2], [0.2, -0.5, 0.0], [-0.2, 0.2, 0.3], [0.3, 0.0, -0.1], [-0.4, -0.1, -0.1], [-0.1, 0.0, 0.1], [0.0, -0.1, -0.1], [0.0, 0.1, 0.1], [-0.1, 0.0, 0.0], [0.1, -0.1, 0.0], [-0.1, 0.1, 0.0], [0.0, 0.1, -0.1], [-0.1, -0.1, 0.1], [-0.4, 0.3, -0.2], [0.0, -0.5, 0.2], [0.3, 0.1, -0.3], [-0.3, -0.1, 0.0], [0.3, 0.1, 0.2], [0.1, 0.0, -0.1], [0.0, 0.0, 0.1], [0.0, 0.0, -0.1], [0.1, 0.0, 0.0], [0.0, -0.1, 0.0], [0.0, 0.1, 0.0], [-0.1, 0.1, 0.0], [0.1, -0.1, 0.0], [0.3, -0.3, -0.4], [0.0, 0.5, 0.1], [-0.3, -0.2, 0.0], [0.3, 0.2, -0.2], [0.0, -0.1, 0.4], [-0.1, -0.1, 0.0], [0.1, 0.0, 0.1], [0.0, 0.0, -0.1], [0.0, 0.0, 0.1], [0.0, 0.1, 0.0], [0.0, -0.1, 0.0], [0.1, 0.0, 0.0], [-0.1, 0.0, 0.1]],
  "lowdin_charge": [0.060, -0.182, -0.256, 0.615, 0.640, -0.563, -0.423, -0.110, -0.261, -0.119, -0.390, -0.021, -0.002, 0.014, 0.058, 0.096, 0.087, -0.012, 0.005, 0.120, 0.080, 0.080, 0.085, 0.108, 0.106, 0.074, 0.093, 0.027, -0.167, -0.176, -0.204, -0.152, -0.206, 0.116, 0.112, 0.115, 0.108, 0.108, 0.115, 0.101, 0.110, -0.178, -0.173, -0.205, -0.161, -0.194, 0.120, 0.104, 0.118, 0.116, 0.115, 0.116, 0.120, 0.115, -0.175, -0.175, -0.203, -0.154, -0.209, 0.116, 0.118, 0.117, 0.114, 0.115, 0.119, 0.106, 0.114, -0.174, -0.181, -0.202, -0.160, -0.208, 0.115, 0.116, 0.108, 0.112, 0.118, 0.113, 0.111, 0.117, -0.181, -0.180, -0.204, -0.157, -0.204, 0.115, 0.117, 0.116, 0.115, 0.118, 0.115, 0.117, 0.118, -0.182, -0.181, -0.208, -0.147, -0.207, 0.115, 0.116, 0.116, 0.115, 0.112, 0.117, 0.117, 0.115, -0.180, -0.180, -0.200, -0.158, -0.202, 0.115, 0.117, 0.116, 0.115, 0.120, 0.109, 0.117, 0.118]
}